Entry 1:
89
Properties=species:S:1:pos:R:3:mulliken_charge:R:1 method="wB97M-V/def2-TZVPD" lumo_ev=0.3 homo_lumo_gap_ev=5.7 e_tot_ha=-3417.7054 charge=-1
C 0.35327 -2.91508 4.88365 -0.71
C 0.09601 -4.12418 3.99161 -0.36
O -0.67540 -3.85497 2.83888 -0.44
C -2.01393 -3.44679 3.10490 -0.70
C -2.16476 -1.96095 2.84935 0.24
O -3.50686 -1.61663 3.07987 -0.14
C -3.75948 -0.26847 2.85345 -1.10
O -3.86618 0.05477 1.52057 -0.91
B -4.59116 1.37959 1.51961 1.18
N -5.29193 1.61574 0.21181 -0.75
O -5.61873 1.09248 2.63568 -0.61
C -5.07172 0.23262 3.55198 2.68
C -6.05629 -0.91227 3.89271 -1.06
I -6.49571 -1.23732 5.94286 -0.02
C -6.72492 -1.72210 3.07146 0.45
C -7.68493 -2.81173 3.49663 -1.46
I -6.59954 -1.61698 0.98758 0.00
C -4.65714 0.98495 4.85806 -1.60
I -2.99974 0.24332 5.90681 0.17
C -5.34398 2.03602 5.31164 0.15
C -6.60819 2.58607 4.69053 -1.09
I -4.82947 3.07760 7.05498 -0.04
H -0.49254 -2.67605 5.52910 0.23
H 1.20924 -3.12248 5.53113 0.41
H 0.60491 -2.04291 4.28066 0.06
H 1.04675 -4.50716 3.61797 0.34
H -0.38023 -4.92813 4.57114 0.31
H -2.29156 -3.68650 4.13666 0.38
H -2.66541 -4.00011 2.42638 0.33
H -1.86567 -1.74505 1.81658 0.17
H -1.50102 -1.39323 3.51658 -0.09
H -2.93196 0.33519 3.27139 0.95
H -3.85593 2.31803 1.84724 -0.32
H -5.17788 0.85051 -0.43923 0.14
H -5.05381 2.47988 -0.25266 0.18
H -8.49412 -2.38815 4.09441 0.37
H -7.17158 -3.56446 4.09672 0.36
H -8.13375 -3.28959 2.63011 0.41
H -7.30200 1.77933 4.45519 0.20
H -7.08398 3.30260 5.35589 0.50
H -6.37097 3.08423 3.75301 0.20
C -1.14200 2.21609 0.12983 -0.93
C -0.97489 1.26958 1.13322 -0.36
C 0.29980 0.91989 1.55147 -1.13
C 1.41434 1.50709 0.96492 0.11
C 1.24516 2.45214 -0.05518 0.46
C -0.03726 2.80405 -0.46453 -0.57
C 2.41121 3.07781 -0.72387 0.58
O 2.28136 3.90487 -1.60549 -0.70
C 3.77463 2.63864 -0.29761 0.35
C 4.88339 3.15235 -0.95990 -0.58
C 6.15612 2.75752 -0.58502 -0.62
C 6.32726 1.85201 0.45691 -0.47
C 5.22543 1.33540 1.11722 -0.65
C 3.94515 1.72164 0.73850 0.15
C 2.76827 1.12004 1.44089 0.73
O 2.93167 0.33580 2.35168 -0.72
H -2.14564 2.48296 -0.17602 0.43
H -1.85170 0.81448 1.57324 0.72
H 0.44447 0.18619 2.33353 0.89
H -0.15061 3.54258 -1.24713 0.51
H 4.72732 3.85491 -1.76725 0.49
H 7.01877 3.15383 -1.10513 0.40
H 7.32344 1.54648 0.75027 0.41
H 5.33564 0.62541 1.92564 0.48
C 2.33403 1.18758 -3.47090 -0.09
C 3.01509 0.20371 -2.76383 -0.13
C 3.85670 -0.67481 -3.42531 -0.96
C 4.01420 -0.58097 -4.80301 0.34
C 3.31588 0.39654 -5.51798 0.35
C 2.48080 1.28070 -4.84549 -1.15
C 3.43958 0.50608 -6.99773 0.51
O 2.84900 1.35865 -7.62574 -0.66
C 4.32189 -0.48078 -7.69192 0.19
C 4.42430 -0.43178 -9.07728 -0.55
C 5.24265 -1.32860 -9.74204 -0.47
C 5.96728 -2.27581 -9.02605 -0.47
C 5.86740 -2.32968 -7.64658 -0.57
C 5.04135 -1.43597 -6.97493 0.18
C 4.93658 -1.52788 -5.48692 0.56
O 5.58260 -2.34726 -4.86892 -0.67
H 1.67656 1.88048 -2.96399 0.39
H 2.88909 0.12072 -1.69114 0.51
H 4.39786 -1.44157 -2.88798 0.49
H 1.95573 2.03811 -5.41111 0.48
H 3.85506 0.31449 -9.61450 0.47
H 5.31814 -1.29170 -10.82115 0.39
H 6.60928 -2.97387 -9.54768 0.39
H 6.41996 -3.05974 -7.07102 0.47

---

Entry 2:
104
Properties=species:S:1:pos:R:3:mulliken_charge:R:1 method="wB97M-V/def2-TZVPD" lumo_ev=-0.8 homo_lumo_gap_ev=4.3 e_tot_ha=-3782.6681 charge=-1
F -4.45680 1.43219 3.12901 -0.25
C -5.47191 2.33385 3.20028 0.79
F -5.94064 2.50275 1.94359 -0.17
F -4.91308 3.53364 3.55138 -0.34
C -6.50467 1.95193 4.23502 -0.58
O -6.91625 0.63477 4.16152 -0.40
C -7.89471 0.35028 3.16317 0.44
C -9.31833 0.65504 3.62975 -1.48
Ta -10.26876 2.57885 2.76574 0.94
H -7.31471 2.67160 4.19174 0.20
H -6.00041 2.07995 5.18160 0.36
H -7.79088 -0.70875 2.96496 0.29
H -7.67888 0.85146 2.23470 -0.19
H -9.34559 0.63757 4.71161 0.33
H -9.97039 -0.14039 3.28562 0.36
H -11.98440 2.16642 3.36312 -0.15
H -9.78907 3.41408 4.36686 -0.29
H -8.57291 3.05575 2.13822 -0.33
H -10.54543 1.69676 1.14487 -0.36
H -10.86222 4.21217 2.08539 -0.19
C -0.72299 7.01181 0.79260 -1.14
C -1.41133 7.23883 1.91871 0.38
C -2.52119 6.32840 2.38101 1.00
O -3.06504 6.61517 3.42869 -0.64
C -2.86122 5.18454 1.55669 -0.83
C -2.17514 4.96255 0.42734 0.14
C -1.05179 5.85545 -0.02140 1.07
O -0.47188 5.56273 -1.05063 -0.67
O -2.42309 3.94299 -0.37538 -0.50
O -1.18412 8.26373 2.72218 -0.59
H 0.07569 7.65777 0.45712 0.43
H -3.66249 4.53938 1.88482 0.58
H -1.78036 4.00171 -1.10446 0.37
H -1.82541 8.17108 3.45314 0.37
C 0.62914 -0.91786 1.68404 -1.13
C -0.64062 -1.31092 1.86918 0.37
C -1.80836 -0.37990 1.65252 0.95
O -2.91786 -0.83003 1.83146 -0.63
C -1.53349 0.98851 1.25218 -0.74
C -0.26539 1.37575 1.07283 0.10
C 0.89319 0.44098 1.26615 0.97
O 2.01529 0.88469 1.06117 -0.86
O 0.05958 2.60764 0.70666 -0.35
O -0.98034 -2.52397 2.25263 -0.60
H 1.47438 -1.57391 1.84191 0.56
H -2.37259 1.65588 1.11081 0.63
H 1.02967 2.64961 0.64833 0.34
H -1.95660 -2.52485 2.30663 0.37
C 4.84311 -2.21345 -1.83200 -0.99
C 4.24277 -1.68056 -0.75773 0.49
C 4.61894 -2.08850 0.64539 1.00
O 4.03479 -1.56984 1.57333 -0.55
C 5.65562 -3.09779 0.81432 -1.15
C 6.25593 -3.61863 -0.26209 0.15
C 5.89242 -3.19612 -1.65955 1.36
O 6.51030 -3.71035 -2.57460 -0.67
O 7.20856 -4.53641 -0.20086 -0.50
O 3.29580 -0.76347 -0.87206 -0.50
H 4.58425 -1.92958 -2.83716 0.43
H 5.90833 -3.39497 1.82218 0.47
H 7.46252 -4.73257 -1.12387 0.30
H 3.01736 -0.44388 0.01373 0.19
C -6.08189 2.60128 -3.04024 -0.91
C -6.43594 2.30496 -1.77602 0.31
C -7.07362 0.98210 -1.41976 0.86
O -7.33427 0.78965 -0.25497 -0.31
C -7.33014 0.02657 -2.48956 -1.24
C -6.97841 0.33576 -3.74130 0.41
C -6.31944 1.64183 -4.09210 1.15
O -6.02247 1.81449 -5.26424 -0.67
O -7.16969 -0.46868 -4.78088 -0.60
O -6.25364 3.12459 -0.77156 -0.50
H -5.62257 3.54185 -3.30799 0.47
H -7.80151 -0.91008 -2.22859 0.46
H -6.81637 0.01474 -5.55040 0.36
H -6.59072 2.69991 0.04584 0.27
C 7.41664 -8.02146 -0.03429 -0.92
C 8.14292 -7.91217 -1.15322 0.24
C 8.39716 -9.08171 -2.06534 1.02
O 9.05760 -8.87699 -3.06533 -0.63
C 7.84845 -10.37430 -1.69978 -1.02
C 7.12288 -10.48791 -0.57933 0.33
C 6.85196 -9.31116 0.32188 1.07
O 6.17125 -9.51033 1.30809 -0.62
O 6.58594 -11.62322 -0.16944 -0.57
O 8.69405 -6.77658 -1.55389 -0.55
H 7.22812 -7.18252 0.62107 0.49
H 8.04634 -11.21169 -2.35322 0.42
H 6.11403 -11.41574 0.65887 0.37
H 9.15240 -6.97434 -2.39230 0.35
C 7.90171 0.64855 -3.99426 -1.10
C 8.85605 1.56494 -3.78642 0.40
C 8.61923 2.79240 -2.94518 1.05
O 9.55480 3.55699 -2.80363 -0.63
C 7.30818 2.98781 -2.35896 -0.94
C 6.35010 2.07254 -2.56592 0.31
C 6.59380 0.83992 -3.39746 1.04
O 5.66695 0.06393 -3.51879 -0.61
O 5.13513 2.16664 -2.06099 -0.55
O 10.07482 1.47855 -4.29045 -0.58
H 8.06106 -0.23610 -4.59427 0.45
H 7.14629 3.87460 -1.76336 0.44
H 4.64528 1.36878 -2.33960 0.33
H 10.55125 2.27003 -3.97674 0.37

---

Entry 3:
104
Properties=species:S:1:pos:R:3:mulliken_charge:R:1 method="wB97M-V/def2-TZVPD" lumo_ev=-0.4 homo_lumo_gap_ev=5.1 e_tot_ha=-4050.1919 charge=-1
C 1.54542 2.57706 0.95630 -0.84
C 1.41863 1.08081 0.56438 0.16
C 0.57033 0.27450 1.55856 -0.61
O -0.73202 -0.03053 1.09558 -0.58
C -1.72586 0.93909 1.22001 1.32
C -1.86740 1.50288 2.59364 -0.53
C -2.83003 2.68072 2.74783 -1.60
O -1.53362 1.91491 0.13443 -0.49
C -1.77468 1.20823 -0.99897 0.40
O -1.48560 1.57306 -2.07913 -0.67
O -2.41562 0.05078 -0.72003 -0.38
C -2.95881 0.23333 0.59314 1.10
C -3.26283 -1.15076 1.31448 -0.26
O -3.27185 -1.11947 2.55485 -0.58
O -3.42931 -2.10565 0.52620 -0.73
S -4.57966 1.08675 0.35953 1.56
C -4.43656 2.81682 -0.05474 -1.15
O -5.36731 0.92976 1.55229 -0.72
O -5.17141 0.47341 -0.80077 -0.69
H 1.13469 2.76450 1.94560 0.27
H 2.59087 2.87133 0.94057 0.12
H 0.97906 3.16886 0.24302 0.25
H 0.93762 1.04460 -0.40801 0.07
H 2.39400 0.63616 0.45667 0.39
H 1.05204 -0.69533 1.67715 0.45
H 0.60640 0.73180 2.54512 0.11
H -0.91303 1.86236 2.96989 0.20
H -2.15195 0.68368 3.23791 0.51
H -2.58335 3.19190 3.67694 0.54
H -2.68798 3.38361 1.93303 0.26
H -3.86431 2.36931 2.83766 0.24
H -4.60490 3.41271 0.83197 0.34
H -3.52176 3.06933 -0.57453 0.25
H -5.26983 2.98546 -0.73057 0.51
C -2.49812 -1.25864 6.34667 -1.05
C -2.60566 -1.72462 7.59775 0.48
C -1.71649 -1.23905 8.71038 0.94
O -1.89274 -1.70221 9.82412 -0.65
C -0.69548 -0.25136 8.40397 -0.92
C -0.58422 0.21359 7.15329 0.22
C -1.49234 -0.25667 6.04944 0.53
O -1.34090 0.22503 4.94458 -0.29
O 0.31787 1.11342 6.78330 -0.64
O -3.49591 -2.64330 7.96151 -0.59
H -3.12795 -1.59345 5.52955 0.70
H -0.05237 0.07809 9.20772 0.43
H 0.16428 1.26226 5.82891 0.36
H -3.35457 -2.79115 8.91478 0.35
C 3.60408 0.92216 -3.57052 -0.79
C 4.26591 0.68237 -4.70992 0.16
C 5.45686 -0.23816 -4.76344 1.14
O 5.99430 -0.40832 -5.83995 -0.66
C 5.90343 -0.86010 -3.52799 -1.09
C 5.24058 -0.62171 -2.38912 0.29
C 4.03698 0.28019 -2.34343 0.81
O 3.48032 0.42966 -1.27149 -0.43
O 5.58166 -1.15314 -1.22204 -0.63
O 3.92673 1.23057 -5.87186 -0.61
H 2.74626 1.57915 -3.52071 0.56
H 6.76833 -1.50645 -3.57275 0.45
H 4.92873 -0.82122 -0.57578 0.33
H 4.55436 0.86916 -6.52826 0.36
C 5.26222 5.75786 1.48326 -1.07
C 6.36267 6.49152 1.27184 0.42
C 7.72517 5.86560 1.13006 1.03
O 8.66658 6.60933 0.92209 -0.63
C 7.84050 4.42498 1.25141 -0.96
C 6.74028 3.69007 1.46580 0.34
C 5.37487 4.31428 1.58419 0.96
O 4.43225 3.56713 1.76085 -0.57
O 6.75748 2.37161 1.58888 -0.60
O 6.34753 7.81424 1.16878 -0.58
H 4.27950 6.19630 1.58380 0.45
H 8.82448 3.98706 1.16309 0.43
H 5.82850 2.10239 1.73295 0.35
H 7.27390 8.08199 1.01487 0.36
C -5.25645 -4.24327 -0.81199 -0.78
C -6.22023 -3.40194 -1.23448 -0.08
C -7.48364 -3.89917 -1.89180 0.91
O -8.32223 -3.08500 -2.23385 -0.66
C -7.64046 -5.33228 -2.09245 -1.08
C -6.67820 -6.16040 -1.67440 0.24
C -5.42746 -5.66229 -0.99434 1.06
O -4.62837 -6.51814 -0.64088 -0.68
O -6.73400 -7.48220 -1.81577 -0.60
O -6.12131 -2.09771 -1.09988 -0.21
H -4.35489 -3.87869 -0.33198 0.82
H -8.54075 -5.68142 -2.57864 0.42
H -5.90260 -7.81054 -1.41722 0.38
H -6.92950 -1.69175 -1.45673 0.33
C -0.27032 -2.14571 -6.13238 -0.92
C 0.87917 -1.49024 -6.34428 0.37
C 2.19657 -2.21055 -6.46235 1.08
O 3.18577 -1.53198 -6.67762 -0.59
C 2.21770 -3.65121 -6.31068 -1.14
C 1.06867 -4.30663 -6.09435 0.39
C -0.25571 -3.59113 -6.00589 1.05
O -1.24558 -4.27423 -5.83074 -0.63
O 0.99709 -5.62015 -5.94466 -0.58
O 0.95181 -0.17150 -6.46479 -0.60
H -1.22134 -1.63971 -6.04615 0.46
H 3.17177 -4.15435 -6.37956 0.45
H 0.05073 -5.82104 -5.80124 0.37
H 1.89449 0.04684 -6.60147 0.31